No. 1
The following is a DFT calculation (ωB97M-V with the def2-TZVPD basis set) of a molecular structure, C25H28F5FeO2S.

Values from the calculation:
Net charge: -1
HOMO-LUMO gap (spin up / spin down) (Eh): 0.1934 / 0.2033
Energy above the lowest of the compared OMol25 structures with the same formula, charge and spin (kcal/mol): 0.00
2S+1: 5

Atoms and positions in Å:
1 O 0.316 1.744 -4.977
2 C 1.044 2.740 -5.747
3 C -0.121 3.727 -5.747
4 H 1.298 2.313 -6.716
5 H 1.925 3.090 -5.203
6 C -0.847 2.628 -4.935
7 H -0.555 3.911 -6.733
8 H 0.042 4.650 -5.197
9 C -2.013 2.026 -5.699
10 H -1.743 1.893 -6.756
11 H -2.881 2.695 -5.628
12 H -2.302 1.057 -5.267
13 C -1.210 2.977 -3.503
14 H -0.319 3.262 -2.927
15 H -1.696 2.118 -3.010
16 H -1.922 3.819 -3.485
17 Fe 0.310 -1.125 -0.788
18 C 1.047 0.672 0.311
19 C 2.186 -0.128 0.021
20 C 2.310 -0.214 -1.402
21 H 2.918 -0.501 0.726
22 C 1.292 0.611 -1.983
23 C 0.494 1.140 -0.925
24 H -0.282 1.892 -1.044
25 H 0.738 0.983 1.297
26 H 3.140 -0.672 -1.934
27 H 1.254 0.927 -3.024
28 C -1.289 -1.629 0.689
29 C -1.584 -0.373 0.080
30 C -1.766 -0.599 -1.331
31 H -1.768 0.552 0.618
32 C -1.758 -2.012 -1.527
33 C -1.380 -2.646 -0.328
34 H -1.284 -3.724 -0.204
35 H -1.188 -1.808 1.753
36 H -2.017 0.149 -2.077
37 H -2.122 -2.562 -2.388
38 O 0.488 -2.029 -2.763
39 C -0.261 -1.462 -3.917
40 C 0.371 -1.955 -5.210
41 H -0.257 -0.363 -3.837
42 H -1.306 -1.801 -3.867
43 C 1.433 -2.984 -4.804
44 H 0.795 -1.077 -5.704
45 H -0.390 -2.387 -5.873
46 C 1.569 -2.886 -3.284
47 H 2.387 -2.741 -5.285
48 H 1.155 -4.007 -5.087
49 H 2.511 -2.406 -3.005
50 H 1.500 -3.851 -2.771
51 F 0.438 -4.538 5.694
52 C 0.697 -4.155 4.428
53 C 0.876 -2.804 4.128
54 F 0.802 -1.878 5.110
55 C 1.086 -2.408 2.811
56 F 1.246 -1.070 2.588
57 C 1.140 -3.325 1.738
58 S 1.421 -2.904 0.072
59 C 0.977 -4.688 2.084
60 F 1.002 -5.628 1.105
61 C 0.751 -5.098 3.397
62 F 0.550 -6.406 3.669



No. 2
The following is a DFT calculation (ωB97M-V with the def2-TZVPD basis set) of a molecular structure, C25H28IrO7S2.

Values from the calculation:
Net charge: -1
HOMO-LUMO gap (spin up / spin down) (Eh): 0.2522 / 0.2486
Energy above the lowest of the compared OMol25 structures with the same formula, charge and spin (kcal/mol): 2.39
2S+1: 5

Atoms and positions in Å:
1 Ir -12.199 -6.564 4.865
2 C -12.756 -8.905 4.575
3 C -11.454 -8.918 3.911
4 C -11.600 -8.060 2.786
5 C -12.856 -7.510 2.798
6 C -13.593 -8.005 3.878
7 C -15.076 -7.824 4.188
8 C -13.294 -6.368 1.923
9 C -10.603 -7.884 1.661
10 C -10.146 -9.490 4.442
11 C -13.215 -9.553 5.835
12 H -15.662 -8.484 3.549
13 H -15.369 -6.802 3.933
14 H -15.399 -7.919 5.216
15 H -13.493 -6.724 0.899
16 H -12.511 -5.640 1.897
17 H -14.251 -5.942 2.273
18 H -9.794 -7.143 1.801
19 H -10.969 -7.691 0.630
20 H -10.020 -8.799 1.507
21 H -10.160 -9.702 5.537
22 H -9.364 -8.770 4.361
23 H -9.796 -10.289 3.787
24 H -12.456 -10.026 6.438
25 H -14.026 -10.309 5.572
26 H -13.618 -8.745 6.541
27 C -13.439 -3.082 2.749
28 C -14.586 -3.530 3.649
29 O -15.447 -4.212 3.149
30 C -14.664 -3.212 5.122
31 C -15.871 -3.369 5.888
32 C -15.906 -3.130 7.278
33 C -14.730 -2.781 7.963
34 C -13.554 -2.671 7.226
35 C -13.552 -2.823 5.833
36 H -13.554 -3.518 1.791
37 H -12.494 -3.396 3.291
38 H -13.349 -1.967 2.757
39 H -16.755 -3.643 5.355
40 H -16.880 -3.206 7.888
41 H -14.781 -2.577 9.022
42 H -12.582 -2.412 7.631
43 H -12.625 -2.661 5.304
44 O -8.681 -4.019 6.207
45 S -9.929 -4.081 5.473
46 O -9.936 -3.339 4.219
47 O -11.154 -4.005 6.241
48 S -9.990 -6.197 4.931
49 O -14.533 -7.949 9.827
50 C -13.384 -7.290 9.666
51 C -12.384 -7.336 10.653
52 C -11.184 -6.689 10.438
53 C -10.955 -5.994 9.269
54 C -11.898 -6.000 8.288
55 C -13.116 -6.630 8.457
56 C -14.132 -6.658 7.321
57 O -15.243 -7.136 7.499
58 O -13.778 -6.157 6.187
59 H -15.028 -7.734 9.027
60 H -12.651 -7.790 11.590
61 H -10.483 -6.560 11.306
62 H -10.081 -5.421 9.069
63 H -11.748 -5.385 7.352



No. 3
The following is a DFT calculation (ωB97M-V with the def2-TZVPD basis set) of a single C25H28N2O6 molecule.

Values from the calculation:
Net charge: 0
HOMO-LUMO gap (Eh): 0.2922
Energy above the lowest of the compared OMol25 structures with the same formula, charge and spin (kcal/mol): 60.53
2S+1: 1
Structure (SMILES): COc1ccc([C@@H]2/C(=C(/O)c3ccccc3)C(=O)C(=O)N2CCN2CCOCC2)c(OC)c1

Atoms and positions in Å:
1 C -2.583 -4.337 0.686
2 O -2.033 -3.441 -0.250
3 C -1.541 -2.257 0.197
4 C -1.527 -1.846 1.523
5 C -1.005 -0.603 1.834
6 C -0.492 0.248 0.871
7 C 0.051 1.597 1.276
8 C -0.305 2.726 0.350
9 C -1.480 2.974 -0.305
10 O -1.571 3.970 -1.174
11 C -2.672 2.122 -0.187
12 C -3.129 1.657 1.043
13 C -4.209 0.797 1.099
14 C -4.837 0.387 -0.065
15 C -4.402 0.866 -1.290
16 C -3.332 1.738 -1.352
17 C 0.889 3.452 0.013
18 O 0.960 4.430 -0.727
19 C 2.041 2.749 0.706
20 O 3.205 3.085 0.724
21 N 1.511 1.651 1.297
22 C 2.251 0.762 2.166
23 C 3.577 0.231 1.575
24 N 3.520 -0.579 0.383
25 C 2.632 -1.724 0.456
26 C 2.865 -2.612 -0.769
27 O 2.676 -1.900 -1.969
28 C 3.559 -0.798 -2.022
29 C 3.310 0.154 -0.854
30 C -0.499 -0.177 -0.471
31 O 0.017 0.678 -1.387
32 C 0.076 0.270 -2.738
33 C -1.024 -1.418 -0.790
34 H -1.838 -4.660 1.420
35 H -2.915 -5.198 0.108
36 H -3.440 -3.897 1.206
37 H -1.914 -2.469 2.312
38 H -1.005 -0.285 2.867
39 H -0.306 1.807 2.299
40 H -0.680 4.414 -1.239
41 H -2.656 1.993 1.952
42 H -4.562 0.444 2.057
43 H -5.672 -0.296 -0.018
44 H -4.899 0.559 -2.198
45 H -2.985 2.118 -2.301
46 H 1.595 -0.076 2.412
47 H 2.505 1.292 3.094
48 H 4.227 1.081 1.361
49 H 4.043 -0.375 2.360
50 H 2.859 -2.289 1.363
51 H 1.569 -1.433 0.474
52 H 2.149 -3.436 -0.785
53 H 3.889 -3.014 -0.736
54 H 3.376 -0.300 -2.976
55 H 4.598 -1.156 -1.988
56 H 4.014 0.986 -0.894
57 H 2.290 0.551 -0.935
58 H 0.692 -0.626 -2.852
59 H -0.926 0.091 -3.139
60 H 0.537 1.102 -3.269
61 H -1.043 -1.781 -1.803



No. 4
The following is a DFT calculation (ωB97M-V with the def2-TZVPD basis set) of a molecular structure, C25H28N6O.

Values from the calculation:
Net charge: 0
HOMO-LUMO gap (Eh): 0.3048
Energy above the lowest of the compared OMol25 structures with the same formula, charge and spin (kcal/mol): 556.59
2S+1: 1

Atoms and positions in Å:
1 C 6.542 0.037 3.420
2 C 5.284 -0.437 2.537
3 C 4.547 0.315 1.706
4 C 3.576 -0.065 1.005
5 C 3.271 -1.335 1.001
6 C 3.966 -2.198 2.089
7 C 5.075 -1.662 2.880
8 H 5.579 -2.553 3.300
9 H 3.636 -3.382 2.101
10 C 2.016 -1.797 0.422
11 C 1.312 -1.179 -0.250
12 C 1.885 0.221 -0.553
13 O 1.399 1.309 -1.452
14 N 2.842 0.672 0.269
15 H 3.281 1.636 -0.012
16 C 0.173 -1.352 -0.997
17 N -0.978 -0.384 -0.831
18 C -2.014 -0.578 -1.749
19 C -3.186 0.316 -1.671
20 N -4.383 0.230 -1.280
21 N -4.817 1.393 -1.337
22 N -3.974 2.289 -1.166
23 N -2.881 1.660 -1.498
24 C -1.597 2.454 -1.590
25 H -0.781 1.476 -1.775
26 C -1.565 3.648 -0.862
27 H -2.334 3.878 -0.299
28 H -0.735 3.393 -0.141
29 C -1.290 4.940 -1.600
30 C -2.057 4.542 -2.982
31 C -1.577 2.923 -3.216
32 H -0.430 2.989 -3.651
33 H -2.192 2.448 -3.886
34 H -3.030 4.570 -2.935
35 H -1.710 5.161 -3.861
36 H -0.420 4.943 -1.833
37 H -1.775 5.697 -1.429
38 H -1.661 -0.390 -2.561
39 H -2.562 -1.661 -1.800
40 C -1.462 -0.797 0.725
41 C -2.142 -1.889 0.985
42 C -1.251 -3.005 1.818
43 C -1.685 -4.243 1.856
44 C -2.984 -4.464 1.445
45 C -3.788 -3.742 0.829
46 C -3.477 -2.272 0.471
47 H -4.047 -1.491 0.073
48 H -4.956 -3.686 0.499
49 H -3.505 -5.683 1.574
50 H -1.086 -5.071 2.412
51 H -0.300 -2.805 1.796
52 H -0.662 -0.523 1.172
53 H -2.405 0.037 0.568
54 H 0.304 -1.143 -2.155
55 H -0.187 -2.339 -0.917
56 H 1.572 -2.855 0.752
57 H 5.092 1.406 1.583
58 H 7.543 -0.590 3.160
59 H 6.731 0.974 3.217
60 H 6.257 0.016 4.626



Q: Which value of 2S+1 does entry 1 give?
A: 5



Repeat the third record exactly.
The following is a DFT calculation (ωB97M-V with the def2-TZVPD basis set) of a single C25H28N2O6 molecule.

Values from the calculation:
Net charge: 0
HOMO-LUMO gap (Eh): 0.2922
Energy above the lowest of the compared OMol25 structures with the same formula, charge and spin (kcal/mol): 60.53
2S+1: 1
Structure (SMILES): COc1ccc([C@@H]2/C(=C(/O)c3ccccc3)C(=O)C(=O)N2CCN2CCOCC2)c(OC)c1

Atoms and positions in Å:
1 C -2.583 -4.337 0.686
2 O -2.033 -3.441 -0.250
3 C -1.541 -2.257 0.197
4 C -1.527 -1.846 1.523
5 C -1.005 -0.603 1.834
6 C -0.492 0.248 0.871
7 C 0.051 1.597 1.276
8 C -0.305 2.726 0.350
9 C -1.480 2.974 -0.305
10 O -1.571 3.970 -1.174
11 C -2.672 2.122 -0.187
12 C -3.129 1.657 1.043
13 C -4.209 0.797 1.099
14 C -4.837 0.387 -0.065
15 C -4.402 0.866 -1.290
16 C -3.332 1.738 -1.352
17 C 0.889 3.452 0.013
18 O 0.960 4.430 -0.727
19 C 2.041 2.749 0.706
20 O 3.205 3.085 0.724
21 N 1.511 1.651 1.297
22 C 2.251 0.762 2.166
23 C 3.577 0.231 1.575
24 N 3.520 -0.579 0.383
25 C 2.632 -1.724 0.456
26 C 2.865 -2.612 -0.769
27 O 2.676 -1.900 -1.969
28 C 3.559 -0.798 -2.022
29 C 3.310 0.154 -0.854
30 C -0.499 -0.177 -0.471
31 O 0.017 0.678 -1.387
32 C 0.076 0.270 -2.738
33 C -1.024 -1.418 -0.790
34 H -1.838 -4.660 1.420
35 H -2.915 -5.198 0.108
36 H -3.440 -3.897 1.206
37 H -1.914 -2.469 2.312
38 H -1.005 -0.285 2.867
39 H -0.306 1.807 2.299
40 H -0.680 4.414 -1.239
41 H -2.656 1.993 1.952
42 H -4.562 0.444 2.057
43 H -5.672 -0.296 -0.018
44 H -4.899 0.559 -2.198
45 H -2.985 2.118 -2.301
46 H 1.595 -0.076 2.412
47 H 2.505 1.292 3.094
48 H 4.227 1.081 1.361
49 H 4.043 -0.375 2.360
50 H 2.859 -2.289 1.363
51 H 1.569 -1.433 0.474
52 H 2.149 -3.436 -0.785
53 H 3.889 -3.014 -0.736
54 H 3.376 -0.300 -2.976
55 H 4.598 -1.156 -1.988
56 H 4.014 0.986 -0.894
57 H 2.290 0.551 -0.935
58 H 0.692 -0.626 -2.852
59 H -0.926 0.091 -3.139
60 H 0.537 1.102 -3.269
61 H -1.043 -1.781 -1.803